C43H70F5MnO26SV | ωB97M-V with the def2-TZVPD basis set

Values from the calculation:
Spin multiplicity   7
Highest occupied orbital energy (alpha / beta)   -4.77 / -4.84 eV
Charge   -1

```
147
Properties=species:S:1:pos:R:3:lowdin_charge:R:1
O -21.794 -12.386 -10.893 -0.310
V -21.029 -13.111 -9.720 1.104
Mn -18.637 -15.499 -9.329 0.880
F -20.270 -14.617 -8.289 -0.507
F -20.444 -11.090 -8.986 -0.550
C -20.080 -18.448 -10.447 -0.338
O -19.523 -17.199 -10.265 -0.417
H -20.488 -18.890 -9.538 0.052
H -20.653 -18.472 -11.374 0.046
H -19.254 -19.128 -10.652 0.032
C -18.987 -13.408 -12.189 -0.247
O -19.082 -13.907 -10.883 -0.414
H -19.483 -14.119 -12.849 0.056
H -19.512 -12.457 -12.285 0.036
H -17.995 -13.241 -12.608 0.058
C -24.599 -13.837 -6.635 -0.722
F -23.693 -13.530 -5.705 0.115
F -24.445 -15.098 -6.969 0.141
F -25.761 -13.693 -6.128 0.180
S -24.289 -12.506 -8.024 0.563
O -22.957 -12.838 -8.607 -0.403
O -25.376 -12.665 -8.993 -0.346
O -24.370 -11.224 -7.313 -0.318
O -14.100 -11.454 -18.380 0.095
C -14.950 -10.671 -18.020 -0.471
O -15.991 -10.862 -17.134 -0.025
C -16.224 -12.187 -16.737 -0.210
C -15.316 -12.610 -15.475 -0.033
C -15.291 -9.415 -18.863 0.015
H -16.130 -12.917 -17.541 0.109
H -17.280 -12.319 -16.502 0.108
H -15.428 -11.988 -14.587 0.070
H -14.247 -12.528 -15.675 0.064
H -15.600 -13.637 -15.245 0.045
H -16.344 -9.242 -19.084 0.079
H -14.872 -9.536 -19.861 0.078
H -14.919 -8.536 -18.336 0.080
O -20.093 -11.852 -20.143 0.122
C -20.821 -11.677 -19.244 -0.657
O -20.856 -12.286 -18.135 0.032
C -20.014 -13.441 -17.864 -0.145
C -20.648 -14.839 -18.239 -0.020
C -21.864 -10.570 -19.349 0.029
H -19.970 -13.385 -16.777 0.114
H -18.995 -13.410 -18.249 0.108
H -21.229 -14.762 -19.159 0.079
H -21.403 -15.274 -17.585 0.060
H -19.782 -15.496 -18.325 0.057
H -21.486 -9.697 -18.816 0.089
H -22.818 -10.958 -18.993 0.080
H -22.036 -10.316 -20.395 0.079
O -18.144 -16.693 -7.562 0.081
C -17.897 -17.299 -6.544 -0.559
O -16.758 -17.316 -6.167 0.116
C -16.493 -17.915 -4.877 -0.079
C -17.922 -17.860 -4.282 -0.141
C -18.783 -18.032 -5.545 -0.034
H -15.677 -17.413 -4.357 0.127
H -16.183 -18.955 -4.974 0.123
H -18.124 -16.924 -3.761 0.118
H -18.148 -18.614 -3.527 0.109
H -19.684 -17.434 -5.405 0.130
H -19.123 -19.044 -5.763 0.130
O -17.478 -8.619 -11.506 0.052
C -18.588 -8.479 -12.071 -0.345
O -19.085 -7.226 -12.610 -0.037
C -20.418 -7.421 -13.219 -0.120
C -20.845 -8.742 -12.531 -0.167
C -19.623 -9.558 -12.256 -0.089
H -20.296 -7.635 -14.280 0.099
H -21.022 -6.513 -13.192 0.121
H -21.476 -9.376 -13.155 0.091
H -21.431 -8.548 -11.633 0.129
H -19.467 -10.202 -13.121 0.130
H -19.761 -10.122 -11.333 0.115
O -22.212 -8.352 -15.788 0.122
C -22.889 -9.171 -15.286 -0.507
O -22.551 -10.481 -15.443 0.001
C -23.568 -11.361 -14.969 -0.112
C -24.591 -10.407 -14.202 -0.144
C -24.168 -8.987 -14.435 -0.074
H -23.199 -12.148 -14.312 0.121
H -24.150 -11.710 -15.822 0.115
H -24.586 -10.596 -13.129 0.116
H -25.613 -10.509 -14.568 0.105
H -23.748 -8.480 -13.566 0.120
H -25.023 -8.482 -14.883 0.123
O -17.328 -13.899 -8.366 0.045
C -16.351 -13.130 -8.463 -0.378
O -15.161 -13.464 -8.027 0.056
C -14.087 -12.790 -8.600 -0.148
C -14.737 -11.686 -9.470 -0.164
C -16.180 -11.796 -9.218 -0.064
H -13.452 -13.474 -9.162 0.126
H -13.478 -12.213 -7.904 0.120
H -14.611 -11.901 -10.531 0.112
H -14.376 -10.667 -9.335 0.119
H -16.766 -11.489 -10.085 0.135
H -16.495 -11.143 -8.404 0.140
O -17.700 -16.265 -16.542 0.072
C -17.326 -16.976 -17.492 -0.432
O -18.034 -18.019 -18.036 0.031
C -17.359 -18.558 -19.163 -0.141
C -15.932 -18.005 -19.024 -0.185
C -15.945 -16.931 -18.010 -0.093
H -17.747 -18.092 -20.068 0.128
H -17.150 -19.625 -19.249 0.129
H -15.675 -17.588 -19.997 0.115
H -15.216 -18.789 -18.778 0.115
H -15.908 -16.024 -18.614 0.140
H -15.203 -17.139 -17.240 0.138
O -22.255 -15.114 -10.983 0.004
C -23.337 -15.790 -10.811 -0.325
O -24.520 -15.592 -11.489 0.036
C -25.493 -16.538 -10.981 -0.150
C -24.914 -17.062 -9.662 -0.159
C -23.407 -17.052 -9.921 -0.053
H -25.745 -17.359 -11.653 0.123
H -26.399 -16.031 -10.650 0.125
H -25.423 -18.016 -9.519 0.112
H -25.172 -16.392 -8.841 0.101
H -23.029 -17.876 -10.527 0.118
H -22.781 -17.066 -9.029 0.129
O -16.743 -16.044 -10.421 0.039
C -16.194 -16.344 -11.513 -0.427
O -15.138 -15.734 -11.961 0.085
C -14.740 -16.237 -13.230 -0.132
C -15.495 -17.559 -13.343 -0.151
C -16.742 -17.316 -12.499 -0.050
H -13.679 -16.457 -13.352 0.125
H -14.971 -15.621 -14.100 0.110
H -15.049 -18.504 -13.032 0.116
H -15.836 -17.770 -14.356 0.100
H -17.025 -18.233 -11.982 0.134
H -17.556 -16.817 -13.024 0.142
O -23.223 -18.045 -16.704 0.064
C -22.527 -17.348 -15.966 -0.447
O -23.010 -16.360 -15.200 0.025
C -22.032 -15.588 -14.467 -0.129
C -20.818 -16.411 -14.555 -0.172
C -21.000 -17.463 -15.639 -0.064
H -22.386 -15.485 -13.441 0.109
H -21.882 -14.606 -14.914 0.120
H -20.674 -16.922 -13.603 0.116
H -19.854 -15.949 -14.767 0.099
H -20.816 -18.532 -15.534 0.123
H -20.272 -17.171 -16.396 0.079
```